Computed, not measured: a molecular structure, C42H46ClN8O10P2SeTi, with ωB97M-V/def2-TZVPD.

Its expectation value of S² is 0.753. For the strongest force on any atom, the calculation gives 0.067 hartree/bohr. The calculation puts the lowest unoccupied orbital energy at -5.867 eV. For the HOMO-LUMO gap, the calculation gives 7.023 eV. The HOMO energy is -12.890 eV. As for the total charge: +2. Its multiplicity is 2. The total energy comes out at -196253.59641 eV. As for the energy relative to the best compared isomer or geometry (same formula, charge and spin): 0.0 kcal per mole.

Each line ends with the Mulliken charge.
CARTESIAN COORDINATES (ANGSTROEM)
Ti -0.237 0.344 0.706  -0.117
O 0.600 4.581 5.160  -0.545
C 0.419 5.567 4.307  0.365
O 0.169 6.692 4.659  -0.570
C 0.645 5.280 2.870  0.151
C 0.574 6.201 1.859  0.106
Cl 0.245 7.865 1.772  -0.096
N 0.717 5.554 0.650  0.400
N 0.757 4.117 0.814  -0.368
C 0.765 3.990 2.125  0.019
C 0.643 2.615 2.660  0.823
O 0.607 2.302 3.870  -0.878
O 0.432 1.684 1.779  -0.586
C 0.784 5.976 -0.675  0.349
C 1.853 5.504 -1.535  -0.498
C 1.702 5.606 -2.910  -0.602
C 0.564 6.117 -3.477  -0.508
C -0.416 6.687 -2.661  -0.750
C -0.315 6.657 -1.261  -0.326
H 0.611 3.640 4.765  0.451
H 2.727 5.054 -1.117  0.496
H 2.508 5.281 -3.558  0.451
H 0.435 6.094 -4.574  0.429
H -1.247 7.164 -3.148  0.463
H -1.095 7.097 -0.623  0.363
C 0.653 -3.701 4.923  -1.431
C 1.257 -4.007 3.579  0.959
C 0.653 -5.190 2.922  -1.362
O 0.989 -2.742 2.763  -0.023
P 1.795 -2.222 1.525  -0.735
O 1.396 -0.758 1.330  0.484
C 1.358 -3.340 0.114  -0.376
P 0.019 -2.755 -0.947  -0.292
O -0.536 -1.410 -0.468  0.234
O -1.020 -3.949 -1.006  -0.165
C -2.018 -4.616 -2.043  0.844
C -1.909 -6.101 -1.803  -1.310
C -3.337 -3.961 -1.711  -1.205
O 0.559 -2.370 -2.380  0.065
C 1.078 -3.234 -3.443  0.441
C 2.556 -2.884 -3.500  -1.169
C 0.400 -2.822 -4.725  -1.390
O 3.352 -2.398 1.605  -0.061
C 4.468 -1.807 2.427  0.588
C 5.672 -2.704 2.186  -1.377
C 4.662 -0.380 2.003  -1.019
H 0.501 -4.622 5.485  0.474
H -0.328 -3.188 4.894  0.215
H 1.335 -3.022 5.477  0.349
H 2.383 -4.017 3.667  0.138
H -0.344 -4.928 2.506  0.259
H 0.433 -6.009 3.666  0.484
H 1.276 -5.631 2.105  0.329
H 1.013 -4.267 0.578  0.035
H 2.267 -3.554 -0.435  0.526
H -1.637 -4.292 -3.025  -0.022
H -2.072 -6.244 -0.718  0.302
H -0.914 -6.512 -2.045  0.331
H -2.683 -6.650 -2.370  0.418
H -3.527 -4.050 -0.647  0.247
H -4.153 -4.429 -2.301  0.495
H -3.349 -2.898 -1.949  0.258
H 0.880 -4.292 -3.150  0.396
H 2.607 -1.870 -3.838  0.219
H 3.075 -3.522 -4.239  0.388
H 3.073 -2.972 -2.551  0.287
H 0.944 -1.918 -5.070  0.344
H -0.676 -2.663 -4.614  0.329
H 0.601 -3.581 -5.510  0.398
H 4.141 -1.905 3.491  0.279
H 6.150 -2.484 1.197  0.317
H 5.453 -3.801 2.288  0.349
H 6.443 -2.508 3.009  0.395
H 4.907 -0.370 0.940  0.275
H 5.442 0.100 2.577  0.497
H 3.752 0.214 2.198  0.042
Se -2.761 4.100 -5.616  0.286
N -3.468 3.928 -3.922  -0.901
C -2.617 3.159 -3.267  0.707
C -2.743 2.871 -1.831  0.838
C -3.785 3.355 -1.053  -0.852
C -3.893 2.957 0.276  -1.266
C -2.913 2.183 0.840  -0.536
N -1.906 1.692 0.132  0.767
C -1.760 2.076 -1.170  -0.214
C -0.588 1.677 -1.870  -0.167
N 0.393 1.090 -1.140  1.362
C 1.565 0.762 -1.701  -0.733
C 1.780 0.999 -3.061  -0.960
C 0.786 1.513 -3.861  -0.932
C -0.415 1.937 -3.263  0.602
C -1.461 2.656 -3.971  0.738
N -1.309 3.092 -5.248  -0.790
H -4.571 3.931 -1.498  0.635
H -4.760 3.292 0.854  0.483
H -2.962 1.973 1.912  0.642
H 2.346 0.342 -1.069  0.546
H 2.758 0.776 -3.447  0.717
H 0.972 1.680 -4.914  0.667
N -6.573 -1.158 3.856  -0.399
C -5.572 -1.037 3.318  -0.395
C -4.280 -0.907 2.815  0.650
C -3.271 -0.497 3.664  -0.973
C -1.962 -0.479 3.132  -0.546
N -1.737 -0.725 1.823  0.784
C -2.775 -1.127 1.040  -0.197
C -4.066 -1.228 1.514  -1.061
H -3.517 -0.136 4.665  0.526
H -1.126 -0.213 3.778  0.675
H -2.475 -1.351 0.014  0.579
H -4.820 -1.618 0.843  0.642